Record 1
DFT (ωB97M-V/def2-TZVPD) results for a single C5H5FOS molecule at a distorted geometry.

```
13
Properties=species:S:1:pos:R:3
O -1.979 1.227 -0.059
C -0.945 0.680 0.082
C -0.144 0.621 1.459
F 0.651 1.720 1.696
C 0.883 -0.578 1.216
C 0.383 -1.130 -0.127
S 0.417 -1.342 -1.882
C 0.020 0.061 -0.854
H -0.875 0.570 2.289
H 0.834 -1.302 1.992
H 1.882 -0.188 1.199
H -0.528 -1.625 0.138
H 0.808 0.806 -0.958
```

## Properties
- DFT total energy (eV) = -20862.7099
- SMILES = O=C1[C@H](F)C[C@@H]2S[C@@H]12
- Kohn-Sham gap (eV) = 9.574
- maximum force (Eh/bohr) = 0.04133

Results of the Löwdin charge analysis, in e, for atoms 1 through 5: number 1, O, carries 0.16; number 2, C, carries -0.34; number 3, C, carries -0.19; number 4, F, carries 0.00; number 5, C, carries -0.07

Record 2
DFT (ωB97M-V/def2-TZVPD) results for a single C14H16ClFN2O2 molecule.

```
36
Properties=species:S:1:pos:R:3
C -5.609 -2.089 0.079
C -4.275 -1.692 0.705
C -3.470 -2.917 1.131
N -3.503 -0.897 -0.235
C -3.124 0.374 0.003
O -3.407 0.981 1.011
C -2.286 0.978 -1.138
C -1.969 2.442 -0.855
C -0.558 2.452 -0.304
O 0.003 3.404 0.177
N -0.024 1.198 -0.476
C 1.249 0.786 -0.082
C 1.979 1.502 0.871
C 3.230 1.072 1.259
C 3.771 -0.079 0.713
F 4.990 -0.491 1.108
C 3.062 -0.803 -0.234
Cl 3.731 -2.238 -0.924
C 1.808 -0.369 -0.630
C -0.904 0.308 -1.208
H -6.209 -2.639 0.799
H -6.161 -1.204 -0.227
H -5.449 -2.721 -0.792
H -4.447 -1.042 1.568
H -4.024 -3.489 1.869
H -2.522 -2.615 1.569
H -3.272 -3.560 0.274
H -3.264 -1.339 -1.109
H -2.836 0.843 -2.072
H -2.012 3.068 -1.746
H -2.645 2.856 -0.105
H 1.565 2.400 1.295
H 3.799 1.619 1.993
H 1.290 -0.945 -1.379
H -0.569 0.217 -2.250
H -0.902 -0.683 -0.746
```

## Properties
- DFT total energy (eV) = -37094.2244
- SMILES = CC(C)NC(=O)[C@H]1CC(=O)N(c2ccc(F)c(Cl)c2)C1
- Kohn-Sham gap (eV) = 8.941
- maximum force (Eh/bohr) = 0.01394

Results of the Löwdin charge analysis, in e, for atoms 1 through 5: number 1, C, carries -0.05; number 2, C, carries -0.42; number 3, C, carries -0.05; number 4, N, carries 0.08; number 5, C, carries -0.45

Record 3
DFT (ωB97M-V/def2-TZVPD) results for a molecular structure, C3H7O6PS at a distorted geometry.

```
18
Properties=species:S:1:pos:R:3
C 0.917 -2.070 -0.797
C 0.572 -1.451 0.468
C -0.703 1.860 0.531
O 1.638 0.610 -1.421
O -2.976 2.170 -0.334
O 2.514 1.860 0.604
O -2.608 0.153 1.076
O -1.903 0.253 -1.347
O 1.480 -0.490 0.998
P 1.446 0.988 0.008
S -2.117 0.997 -0.103
H 0.052 -2.681 -1.104
H 0.964 -1.209 -1.425
H 1.980 -2.558 -0.804
H 0.595 -2.210 1.290
H -0.369 -0.968 0.493
H -0.661 2.935 0.302
H -0.820 1.810 1.566
```

## Properties
- DFT total energy (eV) = -35634.6556
- total charge = -2
- Kohn-Sham gap (eV) = 7.867
- maximum force (Eh/bohr) = 0.07984

Results of the Löwdin charge analysis, in e, for atoms 1 through 5: number 1, C, carries -0.13; number 2, C, carries -0.41; number 3, C, carries -0.22; number 4, O, carries -0.39; number 5, O, carries -0.45

Record 4
DFT (ωB97M-V/def2-TZVPD) results for a single C4H5ClN2 molecule at a distorted geometry.

```
12
Properties=species:S:1:pos:R:3
Cl 0.470 2.694 2.002
C 0.921 1.184 1.218
C 0.267 0.632 0.307
C 0.526 -0.934 0.043
N -0.600 -1.175 -0.969
C -1.193 0.152 -1.240
N -0.788 1.016 -0.419
H 1.680 0.663 1.597
H 1.461 -1.050 -0.459
H 0.408 -1.353 1.049
H -1.285 -2.056 -1.054
H -1.867 0.227 -2.073
```

## Properties
- DFT total energy (eV) = -19729.2641
- SMILES = Cl/C=C1/CNC=N1
- Kohn-Sham gap (eV) = 9.147
- maximum force (Eh/bohr) = 0.12328

Results of the Löwdin charge analysis, in e, for atoms 1 through 5: number 1, Cl, carries 0.59; number 2, C, carries -0.51; number 3, C, carries -0.43; number 4, C, carries -0.07; number 5, N, carries -0.04

Record 5
DFT (ωB97M-V/def2-TZVPD) results for 2 unconnected molecules or ions with the total composition C4H12ClN2 at a distorted geometry.

```
19
Properties=species:S:1:pos:R:3
C -2.773 -0.791 -1.443
C 2.228 1.389 1.105
C 1.003 0.506 1.406
C -1.347 -0.728 -1.676
N 0.982 -0.530 2.296
N 1.726 0.533 -0.027
Cl -0.714 1.016 -1.790
H -3.054 -1.877 -1.571
H -3.074 -0.303 -0.550
H -3.491 -0.422 -2.309
H 3.174 1.177 1.516
H 2.062 2.330 0.804
H -0.002 0.847 1.290
H -1.089 -1.272 -2.528
H 1.086 0.954 -0.658
H 1.858 -0.657 2.858
H -0.751 -1.184 -0.751
H 2.109 -0.300 -0.482
H 0.067 -0.689 2.511
```

## Properties
- DFT total energy (eV) = -19836.6865
- total charge = +1
- Kohn-Sham gap (eV) = 11.673
- maximum force (Eh/bohr) = 0.09522

Results of the Löwdin charge analysis, in e, for atoms 1 through 5: number 1, C, carries -0.20; number 2, C, carries 0.05; number 3, C, carries -0.25; number 4, C, carries -0.58; number 5, N, carries 0.12

Record 6
DFT (ωB97M-V/def2-TZVPD) results for a single C17H15F4N3O3 molecule at a distorted geometry.

```
42
Properties=species:S:1:pos:R:3
O 0.358 -0.645 1.481
C -0.502 -1.305 0.928
N -0.245 -2.523 0.394
C 1.075 -3.108 0.431
C 1.722 -3.194 -0.957
C 1.678 -1.860 -1.709
N 2.284 -0.818 -0.921
C 1.782 0.402 -0.697
C 0.809 0.970 -1.554
C 0.286 2.213 -1.331
C 0.711 2.972 -0.234
C 0.076 4.308 0.001
F 0.656 5.017 0.973
F 0.089 5.081 -1.101
F -1.227 4.189 0.342
C 1.668 2.465 0.616
C 2.215 1.203 0.396
N 3.153 0.742 1.360
O 3.364 1.431 2.333
O 3.727 -0.327 1.168
C -1.893 -0.796 0.755
C -2.065 0.586 0.788
C -3.312 1.153 0.621
C -4.396 0.313 0.438
F -5.621 0.844 0.269
C -4.263 -1.066 0.432
C -3.005 -1.618 0.590
H -0.965 -3.018 -0.106
H 1.022 -4.109 0.869
H 1.669 -2.471 1.091
H 2.757 -3.513 -0.831
H 1.208 -3.944 -1.562
H 0.637 -1.604 -1.921
H 2.208 -1.967 -2.664
H 3.002 -1.110 -0.258
H 0.481 0.412 -2.416
H -0.457 2.619 -2.001
H 2.008 3.027 1.474
H -1.198 1.207 0.952
H -3.447 2.223 0.636
H -5.136 -1.686 0.310
H -2.911 -2.694 0.615
```

## Properties
- DFT total energy (eV) = -39354.1776
- SMILES = O=C(NCCCNc1ccc(C(F)(F)F)cc1[N+](=O)[O-])c1ccc(F)cc1
- Kohn-Sham gap (eV) = 8.117
- maximum force (Eh/bohr) = 0.02438

Results of the Löwdin charge analysis, in e, for atoms 1 through 5: number 1, O, carries 0.07; number 2, C, carries -0.43; number 3, N, carries 0.08; number 4, C, carries -0.17; number 5, C, carries -0.15

Record 7
DFT (ωB97M-V/def2-TZVPD) results for a molecular structure, C24H43F5OP2PrTe at a distorted geometry.

```
77
Properties=species:S:1:pos:R:3
Pr 1.001 -1.773 1.696
C 0.560 -4.570 1.438
C 0.408 -4.374 0.056
C 2.558 -3.779 0.604
C 1.933 -4.230 1.790
C 1.616 -3.866 -0.457
C -0.463 -5.180 2.324
H -1.481 -5.005 1.934
H -0.407 -4.721 3.315
H -0.332 -6.267 2.477
C 2.492 -3.966 3.145
H 1.705 -4.079 3.901
H 2.833 -2.899 3.254
H 3.322 -4.605 3.443
C 3.898 -3.101 0.547
H 4.758 -3.775 0.613
H 4.011 -2.375 1.381
H 3.990 -2.511 -0.379
C 1.950 -3.660 -1.907
H 2.438 -4.528 -2.403
H 2.627 -2.793 -2.007
H 1.037 -3.426 -2.478
C -0.730 -4.908 -0.764
H -0.572 -5.921 -1.173
H -0.924 -4.244 -1.608
H -1.635 -4.943 -0.158
C -1.169 -0.656 2.166
C -1.678 -1.863 1.785
C -2.586 -2.032 0.612
C -2.150 -1.353 -0.680
C -0.678 -1.392 -1.034
C 0.224 -0.444 -0.708
C -0.193 0.793 0.144
C -1.133 0.625 1.333
H -3.606 -1.666 0.838
H -2.582 -0.332 -0.657
H -2.709 -3.118 0.478
H -2.162 0.870 1.015
H -0.624 -0.510 3.129
H -1.754 -2.712 2.495
H -0.820 1.384 2.071
H 0.773 1.257 0.444
H 1.211 -0.364 -1.228
H -0.679 1.615 -0.418
H -2.709 -1.884 -1.480
H -0.428 -2.168 -1.787
P -0.820 4.760 -1.416
P 1.131 5.670 -3.736
C -1.197 6.384 -2.274
C 0.018 6.978 -2.995
H -1.562 7.077 -1.503
H -2.016 6.184 -2.982
H -0.285 7.659 -3.801
H 0.656 7.531 -2.287
C 2.532 6.742 -4.253
H 3.196 6.146 -4.891
H 3.086 7.038 -3.354
H 2.193 7.631 -4.794
C 0.281 5.534 -5.369
H 0.142 6.523 -5.824
H -0.686 5.037 -5.233
H 0.912 4.909 -6.015
C -1.057 5.307 0.327
H -1.018 4.426 0.982
H -2.016 5.827 0.445
H -0.231 5.980 0.593
C -2.430 3.901 -1.666
H -2.508 3.618 -2.723
H -3.270 4.549 -1.392
H -2.444 2.986 -1.056
F -1.255 -0.955 5.377
Te -0.496 -2.686 5.404
F -1.323 -2.921 7.103
F 0.039 -4.508 5.535
F 1.066 -2.163 6.318
F -2.113 -3.350 4.639
O 0.337 -2.367 3.742
```

## Properties
- DFT total energy (eV) = -81153.2678
- multiplicity = 3
- total charge = +1
- Kohn-Sham gap (spin up / spin down) (eV) = 5.363 / 5.405
- maximum force (Eh/bohr) = 0.07973

Results of the Löwdin charge analysis, in e, for atoms 1 through 5: number 1, Pr, carries 1.38; number 2, C, carries -0.25; number 3, C, carries -0.23; number 4, C, carries -0.30; number 5, C, carries -0.30

Record 8
DFT (ωB97M-V/def2-TZVPD) results for a single C19H28N2O4S molecule.

```
54
Properties=species:S:1:pos:R:3
C -8.021 -0.893 0.143
C -6.533 -0.611 0.346
C -5.726 -1.910 0.371
N -6.072 0.302 -0.678
S -4.964 1.471 -0.306
O -4.802 2.257 -1.493
O -5.392 2.096 0.909
C -3.426 0.611 0.015
C -2.675 0.151 -1.047
C -1.489 -0.526 -0.818
C -1.061 -0.736 0.491
O 0.092 -1.371 0.838
C 0.899 -1.917 -0.183
C 1.547 -0.871 -1.102
O 1.865 -1.139 -2.242
N 1.724 0.322 -0.518
C 2.334 1.456 -1.175
C 3.454 2.056 -0.330
C 4.644 1.166 -0.068
C 4.872 0.014 -0.682
C 6.076 -0.846 -0.439
C 7.179 -0.091 0.295
C 6.576 0.673 1.466
C 5.610 1.731 0.943
C -1.830 -0.262 1.559
C -3.009 0.410 1.319
H -8.570 0.043 0.109
H -8.403 -1.498 0.961
H -8.180 -1.425 -0.792
H -6.393 -0.063 1.283
H -6.078 -2.551 1.175
H -4.668 -1.709 0.526
H -5.846 -2.442 -0.571
H -5.958 -0.087 -1.599
H -3.015 0.345 -2.052
H -0.905 -0.868 -1.658
H 1.698 -2.453 0.339
H 0.345 -2.635 -0.798
H 1.455 0.435 0.448
H 1.569 2.222 -1.351
H 2.703 1.108 -2.141
H 3.033 2.369 0.632
H 3.805 2.965 -0.829
H 4.178 -0.384 -1.406
H 6.446 -1.222 -1.396
H 5.770 -1.719 0.148
H 7.944 -0.788 0.643
H 7.654 0.616 -0.388
H 6.038 -0.025 2.111
H 7.359 1.147 2.060
H 5.055 2.172 1.775
H 6.175 2.542 0.471
H -1.475 -0.434 2.563
H -3.615 0.797 2.123
```

## Properties
- DFT total energy (eV) = -42162.9887
- SMILES = CC(C)NS(=O)(=O)c1ccc(OCC(=O)NCCC2=CCCCC2)cc1
- Kohn-Sham gap (eV) = 9.593
- maximum force (Eh/bohr) = 0.01832

Results of the Löwdin charge analysis, in e, for atoms 1 through 5: number 1, C, carries -0.06; number 2, C, carries -0.48; number 3, C, carries -0.05; number 4, N, carries -0.11; number 5, S, carries 0.63

Record 9
DFT (ωB97M-V/def2-TZVPD) results for a molecular structure, C15H43O7PdS6 at a distorted geometry.

```
72
Properties=species:S:1:pos:R:3
Pd -0.028 -0.175 0.512
C -2.698 1.578 -2.434
C -2.523 0.134 -1.951
C -1.952 -0.695 -3.109
O -1.753 -0.021 -0.825
H -3.303 1.683 -3.337
H -1.764 2.099 -2.669
H -3.184 2.123 -1.618
H -3.526 -0.277 -1.749
H -1.026 -0.268 -3.502
H -2.647 -0.848 -3.946
H -1.737 -1.731 -2.823
C 0.844 4.292 1.919
S 1.181 3.126 0.601
O 1.136 1.742 1.181
C -0.374 3.268 -0.336
H -0.112 4.118 2.418
H 0.809 5.308 1.527
H 1.623 4.175 2.670
H -0.505 4.218 -0.861
H -1.238 2.998 0.263
H -0.277 2.563 -1.165
C -0.984 -4.233 2.024
S -1.955 -2.715 2.118
O -0.991 -1.551 2.061
C -2.858 -2.770 0.530
H -0.391 -4.200 1.114
H -1.618 -5.119 2.047
H -0.336 -4.259 2.897
H -3.655 -2.033 0.527
H -3.310 -3.762 0.497
H -2.113 -2.591 -0.242
C 3.100 0.428 3.642
S 3.086 -0.785 2.263
O 1.657 -0.916 1.822
C 3.999 0.272 1.069
H 4.099 0.625 4.022
H 2.406 0.007 4.368
H 2.658 1.354 3.275
H 5.058 0.217 1.321
H 3.642 1.292 0.999
H 3.812 -0.265 0.141
C 2.668 -3.312 -0.562
S 0.896 -3.369 -0.979
O 0.346 -2.207 -0.205
C 1.108 -2.935 -2.724
H 2.884 -2.249 -0.679
H 3.264 -3.998 -1.154
H 2.725 -3.493 0.511
H 1.689 -3.780 -3.114
H 1.817 -2.115 -2.856
H 0.177 -2.778 -3.253
C -2.979 0.408 3.880
S -2.358 1.682 2.740
O -1.152 1.073 2.094
C -3.763 1.561 1.597
H -2.365 0.309 4.770
H -3.062 -0.505 3.295
H -3.992 0.583 4.255
H -3.746 0.639 1.011
H -3.917 2.429 0.961
H -4.706 1.445 2.145
C 3.130 2.051 -2.317
S 2.401 0.361 -2.312
O 1.436 0.266 -1.161
C 1.533 0.578 -3.865
H 3.570 2.331 -1.360
H 2.288 2.745 -2.386
H 3.872 2.228 -3.091
H 2.227 0.577 -4.702
H 0.822 1.401 -3.832
H 0.934 -0.332 -3.967
```

## Properties
- DFT total energy (eV) = -99063.5677
- multiplicity = 3
- total charge = +1
- Kohn-Sham gap (spin up / spin down) (eV) = 7.945 / 7.079
- maximum force (Eh/bohr) = 0.03470

Results of the Löwdin charge analysis, in e, for atoms 1 through 5: number 1, Pd, carries 1.12; number 2, C, carries -0.07; number 3, C, carries -0.61; number 4, C, carries -0.07; number 5, O, carries -0.35

Record 10
DFT (ωB97M-V/def2-TZVPD) results for 2 unconnected molecules or ions with the total composition C4H5O3S at a distorted geometry.

```
13
Properties=species:S:1:pos:R:3
C -1.805 -1.266 0.145
C -1.157 2.142 0.314
C -1.163 -0.322 -0.532
C -1.143 1.022 -0.120
O 1.565 -1.488 -0.086
O 1.953 0.677 -1.174
O 1.899 0.532 1.283
S 2.119 -0.144 0.017
H -1.787 -2.295 -0.168
H -2.329 -1.044 1.059
H 3.542 -0.398 0.026
H -1.094 3.130 0.660
H -0.601 -0.544 -1.424
```

## Properties
- DFT total energy (eV) = -21205.6113
- total charge = -1
- Kohn-Sham gap (eV) = 8.914
- maximum force (Eh/bohr) = 0.04843

Results of the Löwdin charge analysis, in e, for atoms 1 through 5: number 1, C, carries 0.01; number 2, C, carries 0.12; number 3, C, carries -0.23; number 4, C, carries -0.17; number 5, O, carries -0.44

Record 11
DFT (ωB97M-V/def2-TZVPD) results for a single C3H7N3S molecule at a distorted geometry.

```
14
Properties=species:S:1:pos:R:3
C 0.461 1.283 -0.868
C 0.451 0.629 0.592
C -0.406 -1.662 1.341
N -0.339 0.390 -1.696
N -0.237 -0.606 0.353
N -0.671 -0.686 -0.906
S -0.487 1.160 -3.375
H 0.068 2.302 -0.953
H 1.421 1.422 -1.378
H 1.545 0.499 0.917
H -0.171 1.328 1.234
H -1.522 -1.877 1.588
H -0.198 -2.691 0.877
H 0.083 -1.490 2.275
```

## Properties
- DFT total energy (eV) = -18525.8274
- Kohn-Sham gap (spin up / spin down) (eV) = 7.542 / 7.548
- maximum force (Eh/bohr) = 0.08791

Results of the Löwdin charge analysis, in e, for atoms 1 through 5: number 1, C, carries -0.27; number 2, C, carries -0.12; number 3, C, carries -0.05; number 4, N, carries -0.52; number 5, N, carries -0.23

Record 12
DFT (ωB97M-V/def2-TZVPD) results for a single C3H6N2O2 molecule at a distorted geometry.

```
13
Properties=species:S:1:pos:R:3
H 3.405 -0.591 -0.329
N 2.639 0.081 -0.108
C 1.577 -0.676 -0.154
N 0.401 0.033 -0.105
C 0.204 1.378 0.277
O -0.634 -0.854 0.423
C -1.918 -0.549 0.096
O -2.236 0.382 -0.563
H 1.425 -1.693 -0.416
H 0.857 2.099 -0.033
H -0.726 1.773 -0.042
H 0.195 1.577 1.371
H -2.649 -1.102 0.746
```

## Properties
- DFT total energy (eV) = -10280.6609
- SMILES = [H]/N=C/N(C)OC=O
- Kohn-Sham gap (eV) = 10.078
- maximum force (Eh/bohr) = 0.08389

Results of the Löwdin charge analysis, in e, for atoms 1 through 5: number 1, H, carries 0.05; number 2, N, carries 0.09; number 3, C, carries -0.23; number 4, N, carries -0.11; number 5, C, carries -0.06